The following is a DFT calculation (ωB97M-V/def2-TZVPD) of a molecular structure, C42H33BrClN3O8RuS.

2S+1: 6
Net charge: -1
ΔE to the lowest compared entry with this formula, charge and spin in kJ/mol: 131.7
LUMO level (spin up / spin down) in eV: 1.5 / 1.2
E in eV: -160921.757
Expectation value of S²: 8.778

Geometry (Å):
Ru (0.08694, 0.20349, -0.24810)
O (-3.09235, 1.97038, 2.23388)
S (-1.82298, 2.12475, 1.54489)
O (-1.89900, 2.31665, 0.11260)
N (-0.85429, 0.85352, 1.74626)
C (-0.50970, 0.33938, 2.93561)
C (-0.93685, 0.80112, 4.17948)
C (-0.54189, 0.16157, 5.35017)
C (0.27543, -0.94112, 5.33768)
C (0.75640, -1.43626, 4.11309)
C (1.58933, -2.56949, 4.00639)
C (2.03440, -2.95930, 2.77134)
C (1.64578, -2.22505, 1.64132)
N (0.83651, -1.19858, 1.70601)
C (0.38196, -0.78716, 2.90272)
C (-1.03698, 3.56088, 2.29068)
C (0.29138, 3.86015, 2.06153)
C (0.85699, 4.93812, 2.72377)
C (0.09397, 5.69869, 3.59632)
C (-1.24513, 5.39959, 3.80042)
C (-1.81118, 4.32171, 3.14534)
H (-1.60111, 1.64876, 4.22009)
H (-0.90128, 0.53973, 6.29553)
H (0.55506, -1.43517, 6.25774)
H (1.85944, -3.12027, 4.89915)
H (2.66949, -3.82080, 2.64856)
H (1.99533, -2.49884, 0.65513)
H (0.86959, 3.25074, 1.38342)
H (1.89718, 5.17609, 2.55886)
H (0.54886, 6.52048, 4.12969)
H (-1.84457, 5.99959, 4.46910)
H (-2.84490, 4.03932, 3.27408)
O (6.54649, 1.10652, 0.19383)
C (5.34909, 0.92347, 0.08976)
C (4.68912, -0.23636, -0.60814)
O (5.24380, -1.20482, -1.10297)
C (3.24084, 0.02990, -0.55455)
C (2.98966, 1.22301, 0.21389)
O (1.81967, 1.61084, 0.45536)
C (4.26329, 1.82325, 0.63137)
O (4.42492, 2.85088, 1.27251)
O (2.32296, -0.64777, -1.05397)
C (-8.40638, 1.47573, -2.13359)
C (-7.06847, 1.09305, -1.57278)
C (-5.95063, 0.97972, -2.38459)
C (-4.71515, 0.62429, -1.86978)
C (-3.52439, 0.59648, -2.76155)
C (-4.57382, 0.33598, -0.49494)
C (-3.32689, -0.15634, 0.05906)
O (-2.30680, -0.46924, -0.56216)
C (-5.70522, 0.48088, 0.34222)
C (-5.63004, 0.27757, 1.82255)
C (-6.91737, 0.85476, -0.21098)
H (-8.38044, 1.51553, -3.22081)
H (-8.70391, 2.45913, -1.76846)
H (-9.16840, 0.76058, -1.82264)
H (-6.03865, 1.18797, -3.44311)
H (-3.76670, 0.91272, -3.77298)
H (-3.09375, -0.40325, -2.79045)
H (-2.77875, 1.27060, -2.34360)
H (-3.35071, -0.33337, 1.14245)
H (-5.34473, -0.74198, 2.08053)
H (-6.59579, 0.49163, 2.27683)
H (-4.88475, 0.95501, 2.24031)
H (-7.78264, 0.96725, 0.43020)
Cl (2.63928, 2.00104, -7.53672)
C (1.93948, 1.71579, -5.98043)
C (1.19412, 0.56317, -5.76848)
C (0.56532, 0.38110, -4.56135)
C (0.68171, 1.32010, -3.50966)
C (-0.06620, 1.16064, -2.31549)
C (1.48175, 2.46000, -3.75774)
C (2.08459, 2.66311, -4.97624)
H (1.08858, -0.16213, -6.56141)
H (-0.07133, -0.47923, -4.41208)
H (-0.24175, 2.07783, -1.73980)
H (-0.92209, 0.49734, -2.43645)
H (1.58362, 3.20475, -2.98135)
H (2.64731, 3.56357, -5.17538)
Br (-1.27246, -6.19448, -2.93920)
C (-0.77078, -4.52682, -2.15866)
C (0.23126, -3.75919, -2.73751)
C (0.54129, -2.55389, -2.13533)
N (-0.03518, -2.12502, -1.01658)
C (-0.96999, -2.88879, -0.45092)
C (-1.38410, -4.09122, -0.99484)
H (0.77336, -4.10487, -3.60312)
H (1.32836, -1.93125, -2.53508)
H (-1.37746, -2.54119, 0.48883)
H (-2.13092, -4.69110, -0.50111)

Atomic forces in eV per Å
1.967 -0.062 0.299
0.214 0.071 -0.008
0.510 0.035 0.499
0.128 0.162 -0.100
-0.629 1.230 -2.081
0.220 -0.280 1.609
0.069 -0.104 -0.796
0.298 -0.462 0.362
-0.215 0.222 0.258
-0.147 0.189 -0.424
0.044 -0.012 -0.347
-0.054 -0.005 0.357
-0.018 -0.047 -0.125
0.072 0.010 -0.597
-0.096 0.053 0.838
-0.363 -0.487 -0.043
0.078 -0.136 -0.232
0.014 0.032 -0.019
0.005 -0.012 0.029
0.020 0.062 -0.004
-0.251 -0.023 0.041
-0.057 0.050 0.097
-0.039 0.064 0.112
0.039 -0.022 0.054
0.039 0.034 0.025
0.131 -0.083 -0.013
0.083 0.051 -0.108
0.263 -0.107 -0.026
0.097 -0.046 -0.019
0.032 0.107 0.015
-0.041 0.046 0.072
-0.086 0.088 0.157
-0.409 -0.070 0.006
0.518 0.153 0.064
-0.280 -0.228 -0.107
-0.015 0.127 0.043
0.990 1.512 0.952
1.752 -1.389 -0.774
-1.971 0.291 0.204
-0.451 0.162 -0.021
0.037 -0.039 0.008
-1.499 -0.765 -0.362
0.051 0.024 0.011
0.151 -0.072 0.064
-0.107 0.054 0.055
0.188 -0.104 0.171
0.029 0.021 -0.160
-0.767 0.215 -0.584
0.576 -0.645 0.059
-0.908 0.314 0.248
0.184 -0.064 -0.044
0.040 0.055 0.174
-0.081 0.034 -0.151
-0.030 -0.026 -0.027
-0.047 0.033 0.024
-0.049 0.014 -0.031
0.030 0.007 -0.069
-0.102 0.050 -0.059
0.126 0.037 -0.073
0.122 -0.033 -0.135
0.133 0.117 0.014
-0.016 -0.056 0.064
-0.021 -0.057 0.026
-0.080 -0.123 0.097
-0.009 -0.024 0.116
0.206 0.038 -0.312
-0.186 -0.098 0.265
0.167 0.193 -0.248
-0.008 0.274 0.591
0.650 0.095 -0.983
-0.457 -0.152 1.127
-0.353 -0.385 0.345
0.085 -0.073 -0.319
-0.007 -0.034 -0.078
-0.029 -0.169 0.013
-0.213 -0.092 -0.168
-0.165 0.198 0.020
0.027 0.043 0.096
0.078 0.022 0.042
0.094 0.345 0.171
0.185 0.051 -0.121
-0.428 -0.480 0.162
0.370 0.118 -0.042
-0.549 0.104 -0.009
0.204 -0.204 -0.107
0.065 -0.227 -0.020
-0.021 0.078 -0.114
0.038 0.179 0.026
-0.062 0.059 -0.050
-0.107 -0.022 0.031

Mulliken atomic charges, in units of e: 3.370 -0.810 1.395 -0.918 1.241 -0.065 -0.782 -0.854 -0.816 1.124 -0.855 -1.149 -0.589 0.748 -1.094 0.138 -0.643 -0.869 -0.418 -0.631 -0.325 0.446 0.414 0.392 0.408 0.435 0.526 0.326 0.518 0.376 0.389 0.451 -0.652 0.350 -0.143 -0.715 -0.072 0.767 -0.255 -0.046 -0.715 -0.117 -1.562 0.828 -1.040 0.751 -1.024 0.914 -1.159 -0.234 1.246 -1.650 -0.910 0.354 0.319 0.358 0.306 0.376 0.109 0.097 0.446 0.394 0.382 0.190 0.349 -0.256 0.469 -0.962 -0.309 0.443 -1.234 -0.215 -0.915 0.395 0.409 0.797 -0.273 0.446 0.405 -0.184 0.013 -0.847 -0.844 0.880 -0.564 -0.913 0.503 0.681 0.469 0.485